Molecular formula: C3H6N2O
Method: DFT, ωB97M-V/def2-TZVPD

XYZ file:
```
12
C3H6N2O (ωB97M-V/def2-TZVPD)
C -0.6584 -0.9192 0.2711
C -1.0876 0.3495 -0.3784
C 0.9540 1.0619 0.0670
H -0.7248 -0.6386 1.4541
H -1.3732 -1.8543 0.2229
H -2.1517 0.6296 -0.2001
H -0.9327 0.2752 -1.5100
H 1.7146 1.7376 0.2600
H 2.3627 -0.6590 0.3666
N -0.2659 1.3401 0.0167
N 1.5881 -0.2170 -0.2438
O 0.5751 -1.1058 -0.3262
```

- net charge = 0
- energy relative to the best compared isomer or geometry (same formula, charge and spin) (kJ/mol) = 447.9
- structure (SMILES) = C1=NCCON1
- 2S+1 = 1
- total energy (Ha) = -302.5225

Löwdin atomic charge list, values in e, 5 entries:
1. C -0.23
2. C -0.32
3. C -0.17
4. H 0.16
5. H 0.16